{
  "formula": "C5H9NO2",
  "method": "ωB97M-V/def2-TZVPD",
  "relative_energy_kcal_mol": 153.5,
  "homo_energy_ev": -9.61,
  "fmax_ev_per_a": 5.3,
  "multiplicity": 1,
  "smiles": "C1OC[C@H]2N[C@@H]2CO1",
  "species": ["C", "O", "C", "C", "N", "C", "C", "O", "H", "H", "H", "H", "H", "H", "H", "H", "H"],
  "xyz": [[-1.7735, 0.2221, -0.1515], [-0.8893, 1.4025, 0.3283], [0.5311, 1.6304, -0.1247], [1.1318, 0.3694, -0.6368], [2.2737, -0.5072, -0.2954], [0.9439, -0.7036, 0.5081], [-0.2409, -1.6835, 0.1678], [-1.2655, -1.0374, -0.6473], [-2.3520, 0.0256, 0.6885], [-2.4979, 0.7834, -0.8112], [0.2144, 2.4222, -0.9556], [1.1123, 1.9493, 0.7882], [0.6638, -0.0581, -1.5885], [2.8735, 0.2493, 0.3213], [0.4891, -0.4320, 1.5726], [-0.3229, -2.7078, -0.2449], [-0.8917, -1.9245, 1.0814]],
  "forces_ev_per_a": [[1.23, 1.59, -1.04], [0.61, -2.24, -0.17], [-2.08, 1.57, -1.03], [-2.68, -3.73, -0.61], [0.14, 3.61, 3.91], [-1.82, 0.01, -1.02], [-2.71, -0.63, 0.76], [0.28, 2.49, -0.51], [-0.65, -0.43, 2.07], [1.14, -1.39, -0.39], [2.02, -1.20, 1.72], [-0.77, 0.34, -1.05], [0.60, 1.12, 1.26], [-1.26, -2.90, -1.33], [2.76, 0.54, -1.96], [1.62, 0.57, -0.44], [1.58, 0.67, -0.14]],
  "lowdin_charge": [-0.13, -0.20, -0.15, -0.32, 0.07, -0.19, -0.16, -0.18, 0.09, 0.14, 0.16, 0.13, 0.16, 0.16, 0.17, 0.12, 0.13]
}

=====

{
  "formula": "C5H9NO2",
  "method": "ωB97M-V/def2-TZVPD",
  "relative_energy_kcal_mol": 104.3,
  "homo_energy_ev": -7.58,
  "fmax_ev_per_a": 3.4,
  "multiplicity": 1,
  "species": ["C", "C", "C", "C", "C", "O", "O", "N", "H", "H", "H", "H", "H", "H", "H", "H", "H"],
  "xyz": [[0.2138, 0.0396, 0.5792], [0.5342, 0.4865, -2.7417], [-0.7963, -0.1297, -0.3361], [-0.0024, -0.1983, 2.0160], [0.8910, 0.1331, 2.9544], [0.2728, -0.5881, -1.8301], [-1.1498, -0.8418, 2.3982], [-2.0101, -0.2282, -0.5476], [-1.8156, -0.7696, 1.6996], [-2.3050, -0.8282, -1.3106], [0.9887, -0.7488, -1.0098], [0.8756, 0.8764, 0.3786], [1.0396, 1.3170, -2.2426], [1.1418, 0.1473, -3.5817], [-0.4325, 0.8351, -3.1056], [0.7528, -0.1504, 3.9852], [1.8013, 0.6483, 2.6945]],
  "forces_ev_per_a": [[-0.78, 0.75, -0.34], [0.25, 0.06, 0.17], [-0.50, -0.10, 1.91], [-0.07, -0.21, 0.30], [-0.03, -0.08, -0.22], [2.09, -0.56, 1.60], [0.05, -0.03, -0.20], [0.56, 0.11, -0.45], [0.10, -0.02, 0.03], [-0.05, -0.17, 0.12], [-1.87, 0.70, -2.70], [0.38, -0.29, -0.22], [-0.01, -0.05, 0.00], [-0.06, -0.06, 0.07], [0.04, -0.08, 0.00], [-0.22, 0.11, 0.07], [0.10, -0.08, -0.13]],
  "lowdin_charge": [-0.10, -0.10, -0.25, -0.43, 0.03, -0.19, 0.03, 0.17, 0.08, 0.08, 0.18, 0.11, 0.09, 0.08, 0.09, 0.06, 0.05]
}

=====

{
  "formula": "C5H9NO2",
  "method": "ωB97M-V/def2-TZVPD",
  "relative_energy_kcal_mol": 92.6,
  "homo_energy_ev": -7.24,
  "fmax_ev_per_a": 5.5,
  "multiplicity": 1,
  "species": ["C", "C", "C", "C", "C", "O", "O", "N", "H", "H", "H", "H", "H", "H", "H", "H", "H"],
  "xyz": [[0.7304, -1.3045, 1.7471], [-1.0693, 0.6350, -1.8338], [-0.4746, 0.7791, 0.6741], [0.4300, -0.2397, 0.7164], [-0.1061, 1.0711, -0.7479], [1.0790, -1.0883, -1.3273], [-1.2938, 1.3671, 1.4883], [0.9951, 0.0122, -0.4617], [2.0392, -1.2129, -1.4136], [-1.1910, 0.9796, 2.3730], [0.3192, 2.0641, -0.9370], [1.0024, -2.2568, 1.2863], [-0.0950, -1.4228, 2.4535], [1.5945, -0.9828, 2.3396], [-0.5817, 0.6536, -2.8141], [-1.4559, -0.3745, -1.6623], [-1.9226, 1.3206, -1.8805]],
  "forces_ev_per_a": [[0.74, 0.82, -0.28], [-0.07, 0.09, -0.18], [2.07, -2.76, -1.77], [-3.35, -0.49, 4.29], [0.32, -0.40, -0.21], [0.13, -0.86, -0.60], [-1.47, 1.28, 2.03], [2.30, 2.16, -2.84], [-0.54, 0.15, -0.16], [-0.15, 0.25, -0.29], [0.00, -0.16, -0.07], [-0.28, 0.07, 0.02], [-0.04, -0.12, -0.29], [0.06, -0.15, 0.03], [-0.01, -0.02, 0.14], [0.17, 0.17, 0.09], [0.13, -0.05, 0.08]],
  "lowdin_charge": [-0.01, -0.05, -0.29, -0.29, -0.19, -0.03, 0.11, -0.11, 0.11, 0.13, 0.14, 0.07, 0.07, 0.08, 0.08, 0.09, 0.08]
}